# 1
C30H37Cl2N4O3ReS2Si2 as an isolated structure. Source: the OMol25 dataset; level of theory: ωB97M-V/def2-TZVPD.

Geometry as XYZ:
```
81
Properties=species:S:1:pos:R:3:forces:R:3
Re 1.200 -0.886 -0.438 -0.0075 0.1807 -0.0605
Cl 4.402 -3.540 1.698 0.0225 -0.0122 0.0144
Cl 3.692 -1.100 0.301 0.0814 -0.0295 0.0045
S -1.050 3.787 0.621 -0.0392 0.0088 0.0128
S -1.299 2.284 -2.030 -0.0340 -0.0322 -0.0301
Si -1.482 -1.589 -2.291 -0.0072 -0.0039 -0.0350
Si 1.271 0.345 2.765 0.0835 -0.0265 0.0325
O 2.609 -4.754 -0.556 -0.0132 0.0138 0.0147
O 2.026 -1.210 -2.260 0.0224 -0.0073 0.0167
O 1.404 -2.915 -0.140 0.0258 -0.0646 0.0541
N 0.594 2.031 -0.096 -0.0606 0.0146 -0.0276
N -0.721 -1.232 -0.729 -0.0990 -0.0743 -0.0231
N 0.579 -0.600 1.465 -0.1244 -0.0119 0.0583
N 1.314 1.161 -0.926 0.0748 -0.0730 -0.0274
C -3.970 0.611 2.065 0.0000 -0.0025 0.0067
C -0.042 1.368 3.619 -0.0384 -0.0445 -0.0313
C -3.555 2.863 1.305 0.0280 -0.0166 -0.0069
C -2.251 -2.521 2.972 0.0270 0.0204 -0.0020
C 5.084 0.927 -3.991 -0.0051 0.0063 0.0083
C 2.485 -3.595 -0.229 -0.0148 0.0161 -0.0175
C -4.381 3.337 2.316 -0.0069 0.0008 0.0006
C -0.515 2.529 -0.554 0.1030 0.0498 -0.0146
C 2.118 3.204 -1.889 0.0079 -0.0014 -0.0088
C 3.087 0.926 -2.583 -0.0227 0.0003 -0.0121
C -2.452 -2.456 0.578 -0.0287 0.0017 0.0137
C -0.556 -0.883 -3.745 0.0258 0.0216 0.0200
C -1.299 -1.681 0.475 0.0270 0.0546 0.0225
C 2.124 -0.826 3.982 -0.0297 -0.0111 -0.0186
C 3.818 -2.899 0.162 -0.0165 0.0574 -0.0365
C -2.843 3.810 0.381 -0.0172 -0.0411 -0.0195
C -4.792 1.095 3.077 0.0040 -0.0062 -0.0041
C -5.000 2.460 3.199 -0.0054 0.0059 0.0021
C -1.486 -3.451 -2.558 0.0004 0.0018 0.0349
C 2.587 1.562 2.208 -0.0116 0.0341 0.0430
C -0.600 -1.328 1.657 0.0404 0.0044 -0.0271
C -1.096 -1.753 2.889 -0.0252 -0.0064 0.0271
C -3.221 -0.886 -2.349 0.0092 -0.0447 0.0003
C 2.137 1.709 -1.770 0.0065 -0.0288 0.0402
C 4.189 1.574 -3.168 0.0133 0.0143 -0.0091
C 3.832 -1.099 -3.712 0.0017 -0.0014 -0.0303
C -3.359 1.486 1.184 0.0134 0.0670 -0.0158
C 2.941 -0.461 -2.828 -0.0050 -0.0161 0.0059
C 4.884 -0.422 -4.282 -0.0052 -0.0122 0.0045
C -2.926 -2.875 1.817 0.0005 -0.0122 -0.0216
H 4.362 2.618 -2.953 0.0114 -0.0146 -0.0100
H -5.263 0.407 3.768 0.0031 -0.0002 -0.0002
H -3.003 3.552 -0.669 -0.0025 0.0109 -0.0021
H -3.161 0.195 -2.485 0.0117 0.0095 0.0089
H -2.058 -4.016 -1.823 -0.0071 -0.0004 -0.0040
H -3.822 -3.482 1.867 0.0032 0.0008 -0.0021
H 0.372 1.846 4.511 0.0067 0.0135 -0.0092
H -3.173 4.836 0.541 0.0180 0.0083 0.0228
H 5.924 1.465 -4.409 -0.0015 0.0023 0.0025
H 2.794 3.570 -2.652 -0.0116 0.0080 0.0147
H 3.132 1.869 3.108 0.0052 -0.0023 -0.0010
H -3.791 -0.452 1.971 -0.0002 -0.0197 -0.0088
H -5.637 2.847 3.986 0.0014 -0.0015 -0.0012
H -1.886 -3.678 -3.551 0.0024 0.0013 -0.0034
H -0.920 0.792 3.914 0.0010 0.0003 0.0213
H 4.569 -3.084 -0.597 0.0027 -0.0074 -0.0026
H 3.155 -1.009 3.665 -0.0052 -0.0033 -0.0191
H 2.363 3.651 -0.923 -0.0192 0.0014 -0.0021
H -0.563 -1.502 3.797 -0.0097 0.0015 -0.0081
H -1.229 -0.982 -4.604 0.0162 0.0499 -0.0160
H -0.379 2.148 2.932 0.0031 0.0010 0.0080
H 2.113 2.437 1.767 0.0223 -0.0125 0.0018
H -2.709 1.108 0.400 -0.0109 -0.0249 0.0203
H 1.626 -1.796 4.029 0.0098 0.0065 0.0256
H -2.989 -2.756 -0.308 0.0006 0.0109 -0.0362
H -3.747 -1.314 -3.209 -0.0037 0.0072 0.0077
H 3.663 -2.151 -3.901 0.0006 0.0003 -0.0004
H -3.819 -1.075 -1.458 0.0034 -0.0115 0.0227
H -0.456 -3.815 -2.517 0.0019 0.0074 0.0034
H -2.611 -2.846 3.941 0.0027 0.0009 0.0007
H 2.156 -0.407 4.992 0.0097 0.0151 -0.0065
H 3.329 1.183 1.505 -0.0101 -0.0205 -0.0031
H 1.109 3.523 -2.152 -0.0270 -0.0070 0.0177
H -0.325 0.174 -3.607 -0.0070 0.0070 -0.0116
H 5.563 -0.945 -4.945 0.0006 -0.0004 0.0004
H 0.362 -1.427 -3.962 -0.0244 -0.0298 0.0101
H -4.534 4.406 2.420 0.0015 -0.0018 0.0010
```
Positions in Å, forces in eV/Å.

Properties
**⟨S²⟩**: 3.7673
**HOMO energy (spin up / spin down)**: -4.07 / -4.95 eV
**Energy above the lowest of the compared OMol25 structures with the same formula, charge and spin**: 12.45 kJ/mol
**Net charge**: -1
**E_LUMO (spin up / spin down)**: 2.4 / 1.8 eV
**Multiplicity**: 4
**Calculated total energy**: -108421.4543 eV

---

# 2
C28H29As2Cl2N2Pd as an isolated structure. Source: the OMol25 dataset; level of theory: ωB97M-V/def2-TZVPD.

Geometry as XYZ:
```
64
Properties=species:S:1:pos:R:3:forces:R:3
Pd 0.319 -0.127 0.605 -0.0589 0.3220 -0.2005
As -1.337 -2.530 -0.752 -0.0038 -0.0563 0.1294
As -2.130 0.134 1.081 0.1394 -0.4091 -0.1395
Cl 2.825 -1.138 -3.603 -0.0097 0.0237 -0.0231
Cl 1.921 -2.151 1.675 0.1240 -0.0995 -0.0609
N 3.286 1.031 0.648 0.2348 0.0594 0.2888
N 1.374 -0.861 -1.039 -0.1722 -0.1857 0.1654
C 4.910 -3.115 -0.811 0.0311 -0.0114 0.0411
C 1.789 2.956 0.405 0.0381 -0.0175 0.0040
C 1.519 4.107 -0.334 -0.2138 -0.0230 -0.1072
C 4.489 -2.538 -2.009 -0.0205 -0.0185 0.0012
C -2.472 -4.128 -0.467 -0.0227 0.0040 -0.1315
C -2.823 -1.361 -1.321 0.0230 -0.0358 0.0345
C 2.909 -2.278 0.225 -0.0433 0.0136 0.0760
C -0.606 -3.027 -2.495 -0.0181 0.0174 0.0485
C 2.439 -1.615 -0.957 0.1055 0.0114 -0.1119
C 3.214 3.609 -1.932 0.0350 -0.0021 -0.0387
C 3.535 2.479 -1.212 -0.0236 -0.0408 0.0459
C 3.306 -1.845 -2.080 0.0255 0.0384 0.0432
C 1.028 2.669 1.654 0.1221 -0.1953 -0.0272
C -3.166 1.565 1.911 0.0337 0.0287 -0.1121
C -4.980 0.252 -2.056 -0.0213 0.0309 0.0162
C 0.763 1.338 2.054 -0.4524 0.3033 0.1843
C 4.090 -2.979 0.305 -0.0016 -0.0203 -0.0973
C -3.509 -1.586 -2.508 -0.0335 -0.0230 -0.0147
C -3.222 -0.304 -0.492 0.0571 0.1166 0.0234
C 0.578 3.738 2.436 0.1772 0.0245 0.1696
C -0.004 3.530 3.676 -0.0547 0.0411 0.0076
C -4.300 0.491 -0.870 -0.0279 0.0117 -0.0227
C -2.726 -1.308 2.280 -0.0238 0.1150 0.0721
C 0.226 1.171 3.341 0.0966 -0.0063 0.0059
C -0.134 2.234 4.158 0.0297 -0.0065 0.0289
C -4.581 -0.786 -2.881 0.0158 -0.0385 -0.0271
C 2.859 2.135 -0.030 0.0297 0.1943 -0.1450
C 2.202 4.450 -1.488 0.0251 0.0072 0.0037
H -1.314 -3.616 -3.079 0.0244 0.0193 -0.0335
H 0.058 0.160 3.709 -0.0402 0.0028 -0.0223
H 4.140 0.589 0.366 -0.0153 -0.0496 -0.0518
H 5.085 -2.629 -2.909 0.0118 -0.0081 0.0092
H 2.908 0.799 1.549 -0.1705 -0.0470 -0.0681
H -1.829 -4.991 -0.291 0.0127 0.0096 0.0055
H -3.761 -1.586 2.081 -0.0077 0.0118 0.0150
H -5.813 0.885 -2.337 0.0035 -0.0035 -0.0046
H 3.758 3.831 -2.843 -0.0126 0.0138 0.0019
H -3.097 -3.970 0.411 -0.0059 0.0007 -0.0006
H -2.637 -0.940 3.303 0.0116 -0.0362 0.0103
H 0.298 -3.608 -2.317 -0.0068 -0.0211 -0.0038
H -4.613 1.320 -0.246 0.0117 -0.0130 0.0082
H -0.532 2.054 5.152 -0.0284 0.0049 -0.0133
H 1.939 5.346 -2.035 -0.0073 -0.0109 -0.0083
H -4.205 1.263 2.045 0.0055 0.0179 0.0245
H 4.365 -3.421 1.254 0.0087 -0.0022 0.0002
H -3.111 2.476 1.318 0.0048 -0.0101 -0.0188
H 0.717 4.758 2.093 0.0782 -0.0195 0.0179
H 0.707 4.746 -0.005 -0.0047 -0.0303 -0.0115
H -2.072 -2.169 2.157 -0.0043 -0.0051 -0.0237
H -0.332 4.378 4.267 0.0169 -0.0119 0.0228
H -3.108 -4.322 -1.332 -0.0123 -0.0149 0.0190
H -2.703 1.760 2.877 0.0139 0.0120 0.0155
H -5.097 -0.975 -3.815 -0.0022 0.0098 0.0029
H 5.844 -3.656 -0.751 -0.0089 -0.0075 -0.0103
H 4.326 1.820 -1.554 -0.0060 0.0076 -0.0218
H -3.201 -2.393 -3.163 -0.0081 -0.0022 0.0123
H -0.314 -2.120 -3.020 -0.0038 0.0095 -0.0032
```
Positions in Å, forces in eV/Å.

Properties
**⟨S²⟩**: 2.0128
**HOMO energy (spin up / spin down)**: -3.15 / -3.49 eV
**Net charge**: -1
**E_LUMO (spin up / spin down)**: 2.7 / 2.7 eV
**Multiplicity**: 3
**Calculated total energy**: -182687.6212 eV